Entry 1:
{
  "formula": "C7H10ClN3O2",
  "method": "the ωB97M-V functional and the def2-TZVPD basis",
  "total_charge": 0,
  "smiles": "O=c1[nH]ncc(NCCCO)c1Cl",
  "orbital_gap_ev": 9.285,
  "symbols": ["O", "C", "N", "N", "C", "C", "N", "H", "C", "C", "C", "O", "H", "H", "H", "H", "H", "H", "H", "C", "Cl", "H", "H"],
  "positions_angstrom": [[3.571847, 2.086855, -1.398503], [2.805285, 1.310905, -0.758485], [3.386910, 0.085763, -0.123931], [2.811576, -0.626785, 0.601649], [1.559879, -0.367142, 0.696124], [0.874549, 0.799629, 0.403276], [-0.421728, 1.124506, 0.819863], [-0.796998, 1.616127, 0.141560], [-1.235027, -0.105488, 1.246649], [-1.764292, -1.158862, 0.309094], [-2.354589, -0.746040, -0.756614], [-2.832259, -1.723346, -1.739588], [-2.318242, -2.078950, -2.231303], [-3.354877, -0.134231, -0.452452], [-1.818404, 0.015969, -1.564826], [-2.315245, -1.783549, 0.947819], [-0.922689, -1.558505, -0.044769], [-0.834927, -0.415749, 2.239511], [-2.241796, 0.307395, 1.658173], [1.581293, 1.579035, -0.300914], [0.814011, 2.900518, -1.206531], [1.298080, -1.105714, 1.745149], [4.507643, -0.022342, -0.230952]],
  "forces_ev_per_angstrom": [[-1.82, -2.64, 1.10], [7.62, 0.88, -1.14], [8.86, 7.50, -7.40], [-3.38, -5.13, 3.85], [-2.86, -5.39, 7.96], [-3.72, -2.80, 3.16], [2.35, -6.16, 3.61], [-2.82, 3.26, -3.85], [-2.62, 3.69, 2.83], [5.35, -1.27, 7.69], [-7.82, 6.83, -11.80], [-11.10, 6.74, 11.09], [10.86, -6.49, -9.25], [1.90, -1.26, -1.00], [-0.52, -1.33, 2.81], [-0.80, -1.30, 0.52], [3.65, -3.12, -0.86], [0.21, -0.49, -1.29], [1.53, 0.21, -0.63], [-0.98, 5.51, -4.64], [0.09, 0.01, 0.71], [-0.55, 2.30, -3.47], [-3.42, 0.45, 0.01]],
  "mulliken_charge": [-0.68, -0.07, 0.34, -0.75, -0.37, 0.14, -0.28, 0.40, -1.11, -0.28, -0.12, -0.45, 0.18, 0.18, 0.18, 0.33, 0.20, 0.44, 0.40, 1.01, -0.21, 0.18, 0.34]
}


Entry 2:
{
  "formula": "AgH14O7",
  "method": "the ωB97M-V functional and the def2-TZVPD basis",
  "spin_multiplicity": 2,
  "total_charge": 2,
  "orbital_gap_ev": [12.513, 7.908],
  "s_squared": 0.75,
  "symbols": ["Ag", "O", "H", "H", "O", "H", "H", "O", "H", "H", "O", "H", "H", "O", "H", "H", "O", "H", "H", "O", "H", "H"],
  "positions_angstrom": [[-14.999020, -18.540850, -25.363660], [-16.583580, -18.610670, -23.739390], [-16.726370, -19.263290, -23.053880], [-17.222540, -17.922830, -23.552750], [-13.418840, -17.111300, -26.154740], [-13.227850, -16.174640, -26.204050], [-12.564030, -17.534940, -26.232600], [-13.721980, -18.247800, -23.520610], [-14.086230, -17.941540, -22.690090], [-12.788420, -18.044490, -23.462730], [-13.291870, -19.992960, -25.711640], [-12.446290, -20.006420, -26.160010], [-13.211400, -20.657650, -25.027580], [-15.643880, -18.697650, -27.484910], [-15.549140, -19.411490, -28.115530], [-16.164870, -18.039090, -27.944360], [-16.101710, -20.577540, -25.739680], [-16.959750, -20.716090, -26.140680], [-15.752760, -21.459220, -25.608860], [-16.056650, -16.304340, -25.459030], [-16.896460, -16.104010, -25.045720], [-15.448420, -15.664460, -25.089110]],
  "forces_ev_per_angstrom": [[0.10, 0.64, -0.44], [-0.17, 0.23, 0.30], [-0.06, -0.54, 0.19], [-0.27, 0.29, 0.04], [0.32, -0.02, -0.13], [-0.10, 0.50, -0.12], [0.37, -0.10, -0.17], [-0.57, -0.29, -0.03], [-0.47, 0.09, 0.39], [0.51, 0.05, -0.34], [0.25, -0.24, -0.10], [0.33, -0.05, -0.41], [0.09, -0.35, 0.35], [-0.02, 0.51, 0.22], [0.26, -0.67, 0.06], [-0.21, 0.66, 0.01], [0.07, -0.57, 0.23], [-0.47, 0.09, -0.08], [0.15, -0.40, 0.08], [0.14, -0.49, -0.09], [-0.46, 0.25, -0.04], [0.19, 0.42, 0.09]],
  "mulliken_charge": [0.60, -0.32, 0.27, 0.26, -0.38, 0.29, 0.28, -0.37, 0.31, 0.29, -0.40, 0.28, 0.33, -0.31, 0.29, 0.29, -0.34, 0.27, 0.27, -0.52, 0.29, 0.33]
}


Entry 3:
{
  "formula": "C4H7NO",
  "method": "the ωB97M-V functional and the def2-TZVPD basis",
  "total_charge": 0,
  "orbital_gap_ev": 9.173,
  "symbols": ["C", "O", "C", "C", "N", "C", "H", "H", "H", "H", "H", "H", "H"],
  "positions_angstrom": [[0.917883, -0.854872, -0.395576], [1.352577, 0.514805, -0.414527], [0.485181, 1.220077, 0.380389], [-0.756959, 0.483296, 0.564453], [-1.546986, -0.411767, -0.957870], [-0.570192, -0.841341, -0.029535], [1.490694, -1.376964, 0.379564], [1.126794, -1.279590, -1.380795], [0.418088, 0.820570, 1.544752], [0.631302, 2.304999, 0.267345], [-1.536502, 0.932938, 1.154793], [-1.127362, 0.190385, -1.662626], [-0.884519, -1.702537, 0.549632]],
  "forces_ev_per_angstrom": [[0.15, -0.17, -0.02], [-0.11, -0.17, -0.08], [-0.16, -0.42, 1.94], [-2.21, -0.19, -2.88], [0.04, 1.74, 0.90], [0.64, -0.59, 0.67], [-0.06, -0.08, -0.09], [-0.03, -0.02, 0.17], [2.05, 1.51, -0.74], [-0.39, -0.57, 0.17], [-0.22, -0.61, 0.17], [0.26, -0.20, -0.19], [0.04, -0.23, -0.03]],
  "mulliken_charge": [-0.63, -0.36, -0.20, -0.70, -0.79, 0.46, 0.31, 0.31, 0.17, 0.37, 0.38, 0.25, 0.41]
}


Entry 4:
{
  "formula": "C5H8O2",
  "method": "the ωB97M-V functional and the def2-TZVPD basis",
  "total_charge": 0,
  "orbital_gap_ev": 10.295,
  "symbols": ["C", "C", "O", "C", "C", "C", "O", "H", "H", "H", "H", "H", "H", "H", "H"],
  "positions_angstrom": [[0.958899, 0.042620, 1.474803], [0.599853, -0.446457, 0.088016], [1.336794, -1.523143, -0.267325], [-1.250263, -0.214667, -0.051415], [-0.966560, 1.112268, -0.771040], [0.214509, 0.281341, -1.129034], [0.392072, -0.295608, -2.204124], [0.736413, -0.757026, 2.192261], [2.028593, 0.263809, 1.569850], [0.392208, 0.931166, 1.756898], [1.252775, -1.484248, -1.260357], [-1.829121, -0.902794, -0.677721], [-1.572219, -0.173044, 0.983271], [-1.547119, 1.389527, -1.649506], [-0.794249, 1.960281, -0.106809]],
  "forces_ev_per_angstrom": [[-0.13, 0.10, -0.06], [-0.41, 0.13, 0.01], [-0.53, -0.30, -0.05], [0.01, -0.27, 0.43], [0.07, 0.04, -0.01], [0.45, 0.33, -0.45], [0.20, 0.64, -0.16], [-0.02, 0.16, -0.18], [-0.21, -0.06, -0.27], [0.04, -0.07, -0.02], [0.19, -0.36, 0.32], [0.53, -0.02, 0.28], [-0.08, 0.07, -0.03], [-0.12, -0.17, 0.26], [0.03, -0.21, -0.07]],
  "mulliken_charge": [-1.27, 0.61, -0.61, -0.85, -0.50, 0.74, -0.71, 0.33, 0.34, 0.33, 0.39, 0.30, 0.39, 0.28, 0.23]
}


Ordered F_max results: 17.1; 0.8; 3.6; 0.7; unit eV/A.
Ordered energy relative to the best compared isomer or geometry (same formula, charge and spin) results: 160.4; 12.0; 106.7; 45.8; unit kcal per mole.